Record 1
DFT (the ωB97M-V functional and the def2-TZVPD basis) results for a molecular structure, C10H15N2 at a distorted geometry.

Last column: natural (NBO) charge in e.
Cartesian coordinates (Å):
N  0.22  1.21  -0.41  -0.32
N  -2.90  -2.05  0.22  -1.06
C  4.09  0.13  -0.57  -0.19
C  -1.73  0.08  1.46  -0.80
C  -0.65  1.85  -1.24  -0.44
C  3.59  0.96  -1.57  -0.17
C  1.53  1.00  -0.47  0.15
C  1.99  0.10  0.52  -0.02
C  3.32  -0.35  0.47  -0.17
C  0.91  -0.47  1.42  -0.61
C  -0.35  0.22  1.20  0.59
C  2.35  1.48  -1.49  -0.23
H  0.56  -1.48  1.03  0.32
H  -3.88  -1.71  0.09  0.39
H  -2.44  -1.99  -0.69  0.37
H  -0.67  3.04  -1.15  0.23
H  1.80  2.06  -2.12  0.22
H  5.15  -0.24  -0.52  0.23
H  1.26  -0.63  2.48  0.32
H  3.78  -1.03  1.06  0.22
H  -1.76  1.44  -1.18  0.22
H  4.35  1.12  -2.30  0.24
H  -1.98  -0.78  0.82  0.35
H  -3.03  -3.03  0.15  0.39
H  -1.68  0.01  2.58  0.29
H  -2.23  0.83  1.03  0.26
H  -0.37  1.58  -2.23  0.23

Summary:
Net charge: +1
LUMO (alpha / beta), eV: -4.40 / -5.41
Energy relative to the best compared isomer or geometry (same formula, charge and spin), kcal/mol: 149.5
Multiplicity: 1

=====

Record 2
DFT (the ωB97M-V functional and the def2-TZVPD basis) results for a single C15H12N2O2 molecule at a distorted geometry.

Last column: natural (NBO) charge in e.
Cartesian coordinates (Å):
O  1.95  -2.24  1.17  -0.53
O  3.64  -1.81  -3.01  -0.53
N  -0.05  0.14  3.44  -0.40
N  2.90  -2.42  -0.92  -0.66
C  0.07  -0.15  -0.29  -0.04
C  -1.35  2.81  -0.08  -0.60
C  0.29  0.23  2.16  0.06
C  -0.43  -0.29  1.10  -0.10
C  2.88  -1.68  -2.11  0.68
C  -1.97  -1.07  2.72  -0.25
C  -1.61  -0.96  1.39  -0.16
C  1.13  0.08  -2.91  -0.15
C  -0.53  0.71  -1.23  0.12
C  1.71  -0.77  -1.99  -0.14
C  2.01  -1.89  0.04  0.68
C  -1.72  1.54  -0.86  -0.45
C  0.01  0.81  -2.52  -0.22
C  1.19  -0.88  -0.71  -0.12
C  -1.18  -0.52  3.71  0.03
H  -2.87  -1.59  2.99  0.22
H  -2.17  3.52  -0.16  0.21
H  1.21  0.76  1.94  0.19
H  -1.24  2.59  0.97  0.22
H  -0.44  3.26  -0.46  0.21
H  -1.47  -0.63  4.74  0.20
H  -0.44  1.49  -3.23  0.22
H  -2.43  0.96  -0.27  0.22
H  3.82  -2.61  -0.52  0.42
H  1.54  0.17  -3.91  0.23
H  -2.21  -1.40  0.60  0.22
H  -2.25  1.83  -1.77  0.21

Summary:
Net charge: 0
LUMO, eV: -0.33
Energy relative to the best compared isomer or geometry (same formula, charge and spin), kcal/mol: 0.0
Multiplicity: 1

=====

Record 3
DFT (the ωB97M-V functional and the def2-TZVPD basis) results for a single C4H8O2 molecule.

Last column: natural (NBO) charge in e.
Cartesian coordinates (Å):
O  -1.04  0.20  1.15  -0.51
O  0.23  1.25  -0.42  -0.70
C  0.95  -1.42  -1.57  -0.63
C  -0.10  -1.13  -0.54  -0.39
C  -0.84  1.38  1.92  -0.25
C  -0.29  0.07  0.03  0.59
H  0.58  -1.75  -2.55  0.21
H  -1.17  2.27  1.39  0.19
H  -1.45  1.24  2.82  0.20
H  0.36  1.15  -1.37  0.49
H  1.60  -2.23  -1.19  0.22
H  -0.66  -1.96  -0.13  0.22
H  0.21  1.51  2.21  0.18
H  1.62  -0.57  -1.75  0.20

Summary:
Net charge: 0
LUMO, eV: 0.79
Energy relative to the best compared isomer or geometry (same formula, charge and spin), kcal/mol: 40.4
Multiplicity: 1

=====

Record 4
DFT (the ωB97M-V functional and the def2-TZVPD basis) results for 3 unconnected molecules or ions with the total composition C3H14NO2S2 at a distorted geometry.

Last column: natural (NBO) charge in e.
Cartesian coordinates (Å):
S  -0.53  -1.70  -0.64  0.09
S  0.32  -2.67  1.05  -0.11
O  2.14  2.13  2.79  -0.95
O  -0.57  1.26  -3.83  -0.97
N  -0.49  0.72  1.43  -0.71
C  0.33  -0.08  -0.78  -0.56
C  -0.50  2.41  -0.46  -0.65
C  -0.61  0.95  -0.06  -0.04
H  -1.42  1.71  -3.77  0.49
H  -1.29  1.10  1.93  0.44
H  2.00  2.98  3.26  0.49
H  1.30  -0.05  -0.30  0.23
H  -0.57  -0.31  1.48  0.46
H  -1.63  0.61  -0.27  0.22
H  -0.63  0.40  -4.24  0.49
H  0.19  2.95  0.20  0.22
H  -1.47  2.89  -0.35  0.23
H  0.34  1.15  1.84  0.46
H  1.59  -2.36  0.70  0.15
H  0.35  0.08  -1.85  0.29
H  -0.17  2.50  -1.49  0.26
H  2.76  2.48  2.14  0.48

Summary:
Net charge: +1
LUMO, eV: -3.04
Energy relative to the best compared isomer or geometry (same formula, charge and spin), kcal/mol: 18.8
Multiplicity: 1